Arrangement one

Entry from the OMol25 dataset: a single C8H14 molecule (wB97M-V/def2-TZVPD).

Geometry (Å):
1 C -0.922 0.478 -2.712
2 C -1.594 0.379 -1.577
3 C -1.557 -0.855 -0.734
4 C -0.233 -0.962 0.079
5 C -0.086 -2.003 0.932
6 C 1.007 -0.133 -0.084
7 C 1.608 0.395 1.300
8 C 0.973 1.726 1.894
9 H -1.230 1.254 -3.455
10 H -0.275 -0.260 -3.081
11 H -2.229 1.220 -1.209
12 H -2.520 -0.967 -0.120
13 H -1.479 -1.692 -1.388
14 H 0.606 -2.459 1.571
15 H -0.915 -2.544 1.115
16 H 0.831 0.746 -0.864
17 H 1.750 -0.651 -0.813
18 H 2.630 0.513 1.040
19 H 1.411 -0.357 2.109
20 H 1.628 2.655 1.768
21 H 0.094 1.866 1.258
22 H 0.501 1.651 2.970

Results
**LUMO energy**: 1.05 eV
**HOMO**: -8.91 eV
**SMILES**: C=CCC(=C)CCC
**Orbital gap**: 9.960 eV

Löwdin atomic charge list, values in e, 8 entries: -0.02, -0.21, -0.16, -0.28, 0.04, -0.20, -0.23, -0.11


Arrangement two

Entry from the OMol25 dataset: a single C8H14 molecule (wB97M-V/def2-TZVPD).

Geometry (Å):
1 C 0.295 2.846 -2.262
2 C 0.231 2.085 -1.149
3 C -0.224 0.640 -1.262
4 C -0.715 0.020 0.034
5 C -2.006 -0.261 0.178
6 C 0.279 -0.005 1.200
7 C 0.390 -1.412 1.787
8 C 1.009 -2.440 0.819
9 H 1.020 3.650 -2.181
10 H -0.362 2.674 -3.099
11 H 0.419 2.550 -0.187
12 H 0.572 0.047 -1.726
13 H -1.072 0.630 -1.951
14 H -2.432 -0.814 1.011
15 H -2.718 -0.044 -0.616
16 H 1.204 0.306 0.684
17 H 0.072 0.746 1.962
18 H 0.955 -1.329 2.717
19 H -0.547 -1.834 2.174
20 H 1.198 -3.345 1.403
21 H 1.992 -2.064 0.551
22 H 0.442 -2.645 -0.086

Results
**LUMO energy**: 1.08 eV
**HOMO**: -9.00 eV
**SMILES**: C=CCC(=C)CCC
**Orbital gap**: 10.075 eV

Löwdin atomic charge list, values in e, 8 entries: -0.01, -0.17, -0.18, -0.33, 0.05, -0.18, -0.27, -0.10


Q: Which of them is the most stable? A: arrangement two.


Arrangement one

Entry from the OMol25 dataset: 2 unconnected molecules or ions with the total composition C2H2ClN2O2 (wB97M-V/def2-TZVPD).

Geometry (Å):
1 C 0.464 -0.173 -0.218
2 C -0.600 -1.142 -0.062
3 N -1.246 1.066 0.297
4 N 0.047 1.051 -0.030
5 O -0.917 -2.279 -0.188
6 O -1.777 -0.167 0.272
7 Cl 4.358 -0.026 -0.138
8 H 1.545 -0.268 -0.414
9 H -1.872 1.937 0.480

Results
**LUMO energy (spin up / spin down)**: -7.28 / -9.20 eV
**Net charge**: +1
**HOMO (spin up / spin down)**: -15.16 / -15.66 eV
**Orbital gap (spin up / spin down)**: 7.881 / 6.458 eV

Löwdin atomic charge list, values in e, 8 entries: 0.07, -0.21, 0.11, 0.16, 0.30, 0.11, 0.09, 0.10


Arrangement two

Entry from the OMol25 dataset: a gas-phase ion, C2H2ClN2O2 (charge +1) (wB97M-V/def2-TZVPD).

Geometry (Å):
1 O 1.067 1.183 2.380
2 C 0.689 0.567 1.480
3 O -0.429 -0.365 1.596
4 N -0.553 -0.815 0.364
5 N 0.194 -0.507 -0.546
6 C 1.171 0.519 0.015
7 Cl 3.184 0.846 0.152
8 H -1.355 -1.320 0.218
9 H 0.698 1.365 -0.658

Results
**LUMO energy**: -7.54 eV
**Net charge**: +1
**HOMO**: -16.63 eV
**SMILES**: O=C1O[NH+]=N[C@@H]1Cl
**Orbital gap**: 9.089 eV

Löwdin atomic charge list, values in e, 8 entries: 0.26, -0.40, 0.17, 0.06, 0.22, -0.29, 0.60, 0.19


Q: Which of them is the most stable? A: arrangement two.


Arrangement one

Entry from the OMol25 dataset: a gas-phase ion, C3H8N (charge +1) (wB97M-V/def2-TZVPD).

Geometry (Å):
1 C 1.115 1.240 0.032
2 N -0.128 1.116 0.258
3 C -0.680 -0.252 0.506
4 C -0.298 -1.279 -0.548
5 H 1.593 2.210 -0.036
6 H 1.749 0.365 -0.024
7 H -0.749 1.915 0.313
8 H -1.751 -0.185 0.692
9 H -0.352 -0.593 1.494
10 H 0.067 -0.783 -1.465
11 H 0.606 -1.881 -0.431
12 H -1.172 -1.873 -0.791

Results
**LUMO energy**: -5.46 eV
**Net charge**: +1
**HOMO**: -16.73 eV
**SMILES**: C=[NH+]CC
**Orbital gap**: 11.267 eV

Löwdin atomic charge list, values in e, 8 entries: 0.18, 0.07, -0.17, -0.07, 0.13, 0.13, 0.18, 0.13


Arrangement two

Entry from the OMol25 dataset: a gas-phase ion, C3H8N (charge +1) (wB97M-V/def2-TZVPD).

Geometry (Å):
1 C -2.034 0.092 -0.020
2 C -0.456 0.062 -0.093
3 C 0.762 0.552 0.459
4 N 1.976 -0.123 -0.019
5 H -2.364 -0.926 0.095
6 H -2.495 0.596 0.745
7 H -2.488 0.232 -0.945
8 H -0.260 -0.767 -0.763
9 H 0.842 1.289 1.203
10 H 2.492 -0.740 0.687
11 H 2.498 0.522 -0.711
12 H 1.527 -0.789 -0.639

Results
**LUMO energy**: -3.92 eV
**Net charge**: +1
**HOMO**: -14.90 eV
**SMILES**: C/C=C/[NH3+]
**Orbital gap**: 10.981 eV

Löwdin atomic charge list, values in e, 8 entries: -0.02, -0.01, -0.07, 0.15, 0.09, 0.05, 0.07, 0.09


Q: Which of them is the most stable? A: arrangement one.


Arrangement one

Entry from the OMol25 dataset: a gas-phase ion, C3H8N (charge +1) (wB97M-V/def2-TZVPD).

Geometry (Å):
1 C 0.974 -1.035 0.994
2 N 0.774 0.194 0.767
3 C -0.413 0.792 0.098
4 C -0.790 0.034 -1.165
5 H 1.925 -1.446 1.308
6 H 0.144 -1.719 0.853
7 H 1.494 0.867 1.021
8 H -0.121 1.787 -0.197
9 H -1.220 0.874 0.826
10 H 0.071 -0.063 -1.822
11 H -1.293 -0.920 -1.009
12 H -1.543 0.634 -1.674

Results
**LUMO energy**: -5.37 eV
**Net charge**: +1
**HOMO**: -17.25 eV
**SMILES**: C=[NH+]CC
**Orbital gap**: 11.873 eV

Löwdin atomic charge list, values in e, 8 entries: 0.19, 0.06, -0.16, -0.07, 0.13, 0.13, 0.18, 0.13


Arrangement two

Entry from the OMol25 dataset: a gas-phase ion, C3H8N (charge +1) (wB97M-V/def2-TZVPD).

Geometry (Å):
1 C 0.171 1.370 -0.647
2 C 0.144 0.150 -0.152
3 C -0.297 -1.099 -0.838
4 N 0.188 0.045 1.346
5 H 0.332 2.220 0.005
6 H -0.130 1.564 -1.669
7 H 0.539 -1.553 -1.382
8 H -0.685 -1.855 -0.157
9 H -1.024 -0.934 -1.628
10 H 1.082 -0.392 1.602
11 H -0.561 -0.501 1.773
12 H 0.240 0.984 1.745

Results
**LUMO energy**: -3.92 eV
**Net charge**: +1
**HOMO**: -15.18 eV
**SMILES**: C=C(C)[NH3+]
**Orbital gap**: 11.254 eV

Löwdin atomic charge list, values in e, 8 entries: 0.12, -0.33, -0.03, 0.23, 0.09, 0.10, 0.10, 0.09


Q: Which of them is the most stable? A: arrangement one.


Arrangement one

Entry from the OMol25 dataset: a molecular structure, C5H16NSi (wB97M-V/def2-TZVPD).

Geometry (Å):
1 C 1.138 -2.295 -0.193
2 C -0.414 0.990 -1.691
3 C -2.069 0.291 -0.125
4 C 1.632 -0.984 0.240
5 C 0.063 0.101 0.696
6 N -0.699 0.136 -0.570
7 Si 0.586 1.565 1.691
8 H 0.648 -2.111 -1.102
9 H 0.683 -2.777 0.614
10 H 2.031 -2.825 -0.428
11 H -0.940 0.736 -2.644
12 H -0.499 2.108 -1.489
13 H 0.693 0.909 -1.811
14 H -2.854 0.320 -0.835
15 H -2.498 -0.325 0.658
16 H -2.245 1.292 0.296
17 H 1.873 -0.411 -0.659
18 H 2.322 -0.863 1.114
19 H -0.508 -0.581 1.344
20 H -0.754 -0.863 -0.905
21 H 1.060 0.924 2.823
22 H -0.646 2.087 2.110
23 H 1.394 2.574 0.866

Results
**LUMO energy**: -2.93 eV
**Net charge**: +1
**HOMO**: -13.92 eV
**Orbital gap**: 10.996 eV

Löwdin atomic charge list, values in e, 8 entries: -0.12, -0.01, -0.06, -0.11, -0.37, -0.26, 0.69, 0.06


Arrangement two

Entry from the OMol25 dataset: 2 unconnected molecules or ions with the total composition C5H16NSi (wB97M-V/def2-TZVPD).

Geometry (Å):
1 C 1.742 1.711 0.514
2 C 0.393 -1.126 -1.424
3 C 0.018 -2.010 0.801
4 C 0.293 1.659 0.033
5 C -0.446 0.370 0.302
6 N 0.385 -0.819 0.021
7 Si -2.300 0.373 -0.263
8 H 2.403 1.078 -0.080
9 H 1.818 1.438 1.565
10 H 2.121 2.725 0.413
11 H -0.595 -1.468 -1.735
12 H 0.656 -0.238 -1.999
13 H 1.121 -1.909 -1.637
14 H 0.082 -1.781 1.864
15 H -1.004 -2.306 0.569
16 H 0.691 -2.836 0.574
17 H 0.268 1.857 -1.045
18 H -0.269 2.467 0.501
19 H -0.677 0.289 1.925
20 H 1.348 -0.558 0.280
21 H -2.910 1.463 0.477
22 H -2.832 -0.953 0.058
23 H -2.306 0.574 -1.714

Results
**LUMO energy**: -3.25 eV
**Net charge**: +1
**HOMO**: -14.57 eV
**Orbital gap**: 11.321 eV

Löwdin atomic charge list, values in e, 8 entries: -0.09, 0.00, -0.02, -0.30, -0.45, -0.24, 0.72, 0.08


Q: Which of them is the most stable? A: arrangement two.


Arrangement one

Entry from the OMol25 dataset: a single C4H3NS molecule (wB97M-V/def2-TZVPD).

Geometry (Å):
1 N -2.177 0.049 1.739
2 C -1.421 0.015 0.781
3 C -0.608 -0.032 -0.186
4 C 0.448 -0.043 -0.998
5 C 1.802 -0.010 -0.556
6 S 2.296 -0.039 1.004
7 H -3.181 0.079 1.621
8 H 0.287 -0.066 -2.072
9 H 2.555 0.046 -1.333

Results
**LUMO energy**: -1.76 eV
**HOMO**: -8.90 eV
**SMILES**: N=C=C=CC=S
**Orbital gap**: 7.142 eV

Löwdin atomic charge list, values in e, 8 entries: 0.16, -0.19, -0.04, -0.20, -0.65, 0.70, 0.07, 0.10


Arrangement two

Entry from the OMol25 dataset: a single C4H3NS molecule (wB97M-V/def2-TZVPD).

Geometry (Å):
1 N -2.525 -0.680 0.024
2 C -1.702 0.126 0.092
3 C -0.478 0.877 -0.020
4 C 0.753 -0.087 -0.130
5 C 1.250 -1.276 -0.059
6 S 2.481 0.259 0.079
7 H -0.226 1.616 0.755
8 H -0.823 1.507 -0.983
9 H 1.270 -2.343 0.243

Results
**LUMO energy**: 0.32 eV
**HOMO**: -8.33 eV
**SMILES**: N#CCC1=CS1
**Orbital gap**: 8.654 eV

Löwdin atomic charge list, values in e, 8 entries: 0.16, -0.27, -0.16, -0.66, -0.17, 0.70, 0.12, 0.17


Q: Which of them is the most stable? A: arrangement one.


Arrangement one

Entry from the OMol25 dataset: a single C3H5ClN2O3 molecule (wB97M-V/def2-TZVPD).

Geometry (Å):
1 C 0.006 -0.947 -1.471
2 C -0.194 0.249 -0.512
3 Cl -1.087 1.652 -1.127
4 C -0.737 -0.262 0.809
5 N -0.945 0.621 1.874
6 O -0.937 -1.454 0.987
7 N 1.369 0.697 -0.137
8 O 1.447 1.684 0.519
9 O 2.257 -0.019 -0.518
10 H 1.139 -0.991 -1.646
11 H -0.685 -0.798 -2.403
12 H -0.246 -1.968 -1.004
13 H -0.347 1.397 1.842
14 H -1.038 0.140 2.786

Results
**LUMO energy**: -0.38 eV
**HOMO**: -10.52 eV
**SMILES**: C[C@@](Cl)(C(N)=O)[N+](=O)[O-]
**Orbital gap**: 10.145 eV

Löwdin atomic charge list, values in e, 8 entries: -0.07, -0.65, 0.73, -0.52, 0.16, 0.06, -0.36, 0.07


Arrangement two

Entry from the OMol25 dataset: a molecular structure, C3H5ClN2O3 (wB97M-V/def2-TZVPD).

Geometry (Å):
1 C 0.564 1.629 -0.047
2 C -2.716 -1.130 0.058
3 C 0.912 0.237 0.009
4 N 0.012 -0.643 -0.052
5 N 2.347 -0.059 0.010
6 O 2.642 -1.268 -0.015
7 O 0.058 -1.884 -0.201
8 O 3.057 0.948 -0.058
9 Cl -1.931 -2.590 0.095
10 H 0.853 2.089 0.958
11 H 0.865 2.360 -0.820
12 H -0.543 1.828 0.004
13 H -3.172 -0.798 0.952
14 H -2.948 -0.720 -0.892

Results
**LUMO energy (spin up / spin down)**: -0.68 / -1.07 eV
**HOMO (spin up / spin down)**: -9.63 / -8.91 eV
**Orbital gap (spin up / spin down)**: 8.953 / 7.844 eV

Löwdin atomic charge list, values in e, 8 entries: -0.06, -0.40, -0.30, -0.02, -0.30, 0.08, -0.23, 0.07


Q: Which of them is the most stable? A: arrangement one.


Arrangement one

Entry from the OMol25 dataset: a gas-phase ion, C4H7N2 (charge +1) (wB97M-V/def2-TZVPD).

Geometry (Å):
1 C 1.034 1.098 0.047
2 C -0.231 1.432 0.082
3 C 1.263 -0.301 -0.128
4 C -0.073 -1.001 0.148
5 N -2.193 0.072 -0.131
6 N -1.010 0.042 0.046
7 H 1.908 1.651 0.061
8 H -0.951 2.297 0.182
9 H 1.554 -0.464 -1.204
10 H 1.960 -0.709 0.682
11 H -0.469 -1.730 -0.589
12 H -0.135 -1.457 1.134
13 H -2.656 -0.930 -0.330

Results
**Spin multiplicity**: 3
**LUMO energy (spin up / spin down)**: -3.26 / -8.99 eV
**Net charge**: +1
**HOMO (spin up / spin down)**: -12.85 / -15.25 eV
**Orbital gap (spin up / spin down)**: 9.595 / 6.252 eV

Löwdin atomic charge list, values in e, 8 entries: -0.07, 0.12, -0.13, -0.11, 0.27, -0.22, 0.12, 0.15


Arrangement two

Entry from the OMol25 dataset: a molecular structure, C4H7N2 (wB97M-V/def2-TZVPD).

Geometry (Å):
1 C 0.469 1.278 1.587
2 C 0.299 0.336 0.456
3 C -0.886 1.224 0.234
4 C 0.071 -1.518 -1.121
5 N 0.791 -0.710 -0.205
6 N -0.626 2.022 1.471
7 H 1.054 1.234 2.440
8 H -0.665 1.711 -0.720
9 H -1.818 0.713 0.093
10 H 0.094 -1.226 -2.188
11 H 0.511 -2.450 -1.319
12 H -0.955 -1.638 -0.928
13 H 1.662 -0.974 0.200

Results
**Spin multiplicity**: 3
**LUMO energy (spin up / spin down)**: -3.68 / -9.08 eV
**Net charge**: +1
**HOMO (spin up / spin down)**: -13.22 / -16.42 eV
**Orbital gap (spin up / spin down)**: 9.544 / 7.336 eV

Löwdin atomic charge list, values in e, 8 entries: 0.03, -0.11, -0.08, -0.03, 0.08, 0.20, 0.11, 0.17


Q: Which of them is the most stable? A: arrangement two.